{"formula": "C10H13O2", "method": "ωB97M-V/def2-TZVPD", "elements": ["C", "C", "C", "O", "O", "H", "H", "H", "H", "H", "C", "C", "C", "C", "C", "C", "C", "H", "H", "H", "H", "H", "H", "H", "H"], "coordinates": [[-2.672, 1.391, -0.253], [-2.818, 0.377, 0.896], [-2.270, 0.745, -1.702], [-1.367, 1.434, -2.183], [-2.890, -0.258, -1.983], [-3.573, 1.995, -0.342], [-1.828, 2.073, -0.109], [-1.885, 0.374, 1.461], [-2.959, -0.582, 0.430], [-3.632, 0.624, 1.583], [2.478, -2.846, 1.058], [1.534, -1.018, -0.401], [2.019, -1.430, 0.845], [1.416, 0.364, -0.536], [2.246, -0.540, 1.897], [1.514, 1.295, 0.510], [1.904, 0.803, 1.735], [1.293, -1.744, -1.167], [1.058, 0.669, -1.516], [3.080, -2.920, 1.960], [3.116, -3.127, 0.200], [2.601, -0.916, 2.849], [1.048, 2.260, 0.385], [2.122, 1.397, 2.628], [1.744, -3.652, 1.145]], "s2": 0.7558, "charge": 0, "orbital_gap_ev": [9.869, 5.696], "spin_multiplicity": 2, "largest_force_ev_per_a": 2.21}